Formula: C18H23B3ClF5O18
Source: the OMol25 dataset
Level of theory: ωB97M-V/def2-TZVPD

Calculated values
Total charge: 0
Kohn-Sham gap (eV): 10.7
E_HOMO (eV): -10.762
Spin multiplicity: 1
Structure (SMILES): O=C1OC[C@@H](F)O1.O=C1OC[C@@H](F)O1.O=C1OC[C@@H](F)O1.O=C1OC[C@@H](F)O1.O=C1OC[C@@H](F)O1.ClCCCB1OBOBO1
Energy (a.u.): -3088.43283

CARTESIAN COORDINATES (ANGSTROEM)
Cl (3.807, -1.782, -0.009)
C (2.727, -1.006, -1.265)
C (3.321, -1.213, -2.683)
C (4.714, -0.553, -2.893)
B (4.733, 1.021, -2.643)
O (5.083, 1.588, -1.400)
B (4.206, 2.634, -1.026)
O (3.520, 3.440, -1.954)
B (3.581, 2.959, -3.279)
O (4.423, 1.917, -3.702)
H (1.785, -1.570, -1.211)
H (2.530, 0.047, -1.029)
H (3.436, -2.300, -2.807)
H (2.586, -0.796, -3.391)
H (5.499, -1.089, -2.336)
H (4.973, -0.697, -3.961)
H (4.101, 2.824, 0.141)
H (2.902, 3.469, -4.109)
C (3.417, -4.802, 1.424)
C (3.611, -6.138, 2.087)
O (2.774, -6.990, 1.319)
C (2.725, -6.454, 0.074)
O (2.340, -7.028, -0.890)
O (3.180, -5.177, 0.065)
F (3.172, -6.127, 3.369)
H (2.548, -4.268, 1.812)
H (4.291, -4.161, 1.509)
H (4.637, -6.512, 2.057)
C (1.169, -5.024, -3.338)
C (-0.136, -5.543, -3.867)
O (-1.084, -4.693, -3.234)
C (-0.454, -3.512, -3.020)
O (-1.007, -2.495, -2.752)
O (0.885, -3.631, -3.154)
F (-0.361, -6.820, -3.480)
H (1.443, -5.466, -2.379)
H (1.992, -5.168, -4.035)
H (-0.248, -5.469, -4.952)
C (-2.691, -0.959, -0.547)
C (-4.001, -1.468, -1.071)
O (-4.941, -0.615, -0.434)
C (-4.304, 0.567, -0.220)
O (-4.850, 1.583, 0.049)
O (-2.962, 0.435, -0.362)
F (-4.232, -2.747, -0.681)
H (-2.425, -1.408, 0.413)
H (-1.874, -1.111, -1.246)
H (-4.114, -1.392, -2.154)
C (-5.212, 4.362, 2.949)
C (-4.797, 3.134, 3.699)
O (-5.579, 3.203, 4.879)
C (-6.717, 3.873, 4.539)
O (-7.703, 3.889, 5.196)
O (-6.579, 4.508, 3.349)
F (-3.481, 3.180, 4.041)
H (-4.651, 5.250, 3.245)
H (-5.127, 4.239, 1.870)
H (-5.005, 2.196, 3.177)
C (-0.425, 7.243, 3.022)
C (-0.690, 5.770, 3.153)
O (-2.084, 5.729, 3.404)
C (-2.616, 6.823, 2.801)
O (-3.772, 6.972, 2.581)
O (-1.656, 7.721, 2.473)
F (-0.033, 5.238, 4.213)
H (-0.248, 7.719, 3.989)
H (0.411, 7.464, 2.361)
H (-0.464, 5.189, 2.256)

=====

Formula: C5H5F2N3O
Source: the OMol25 dataset
Level of theory: ωB97M-V/def2-TZVPD

Calculated values
Total charge: 0
Kohn-Sham gap (eV): 10.0
E_HOMO (eV): -9.218
Spin multiplicity: 1
Structure (SMILES): O=CN(c1cn[nH]c1)C(F)F
Relative energy (zero: lowest compared OMol25 entry of this formula, charge and spin) (eV): 0.000
Energy (a.u.): -632.74057

CARTESIAN COORDINATES (ANGSTROEM)
C (-1.473, -0.929, -0.505)
C (-1.146, 1.067, 0.397)
C (-0.494, -0.095, -0.055)
C (1.432, -1.612, 0.020)
C (1.823, 0.719, -0.114)
N (-2.673, -0.342, -0.345)
N (-2.422, 0.833, 0.205)
N (0.884, -0.369, 0.017)
O (2.605, -1.867, 0.054)
F (1.533, 1.668, 0.813)
F (1.641, 1.399, -1.294)
H (-1.232, -1.986, -0.854)
H (-0.894, 1.866, 1.104)
H (0.757, -2.331, 0.323)
H (2.856, 0.532, -0.141)
H (-3.196, 1.448, 0.376)

=====

Formula: C6H24N13O9V
Source: the OMol25 dataset
Level of theory: ωB97M-V/def2-TZVPD

Calculated values
Total charge: 0
Kohn-Sham gap (spin up / spin down) (eV): 2.4 / 8.5
E_HOMO (spin up / spin down) (eV): -2.115 / -8.247
<S²>: 6.002
Spin multiplicity: 5
Energy (a.u.): -2575.97806

CARTESIAN COORDINATES (ANGSTROEM)
V (19.184, 7.202, 47.227)
N (16.093, 8.269, 45.848)
O (15.382, 9.159, 46.190)
O (16.954, 7.796, 46.613)
O (15.962, 7.712, 44.775)
C (18.480, 9.927, 49.278)
O (18.551, 8.802, 48.857)
N (19.430, 10.679, 49.798)
N (17.463, 10.689, 49.040)
H (19.319, 11.658, 50.017)
H (20.330, 10.237, 49.670)
H (17.274, 11.516, 49.587)
H (16.788, 10.311, 48.391)
C (22.511, 6.324, 46.407)
O (21.497, 6.744, 46.890)
N (22.528, 5.383, 45.501)
N (23.678, 6.654, 46.816)
H (23.392, 5.046, 45.102)
H (21.593, 5.103, 45.241)
H (23.741, 7.405, 47.490)
H (24.520, 6.324, 46.368)
C (21.233, 6.514, 50.086)
O (20.428, 7.019, 49.274)
N (22.200, 5.779, 49.673)
N (21.288, 6.726, 51.311)
H (22.263, 5.722, 48.666)
H (23.030, 5.605, 50.222)
H (21.963, 6.205, 51.852)
H (20.645, 7.421, 51.664)
C (18.989, 6.217, 44.039)
O (19.289, 6.848, 44.997)
N (17.851, 6.081, 43.470)
N (19.872, 5.603, 43.310)
H (17.801, 5.516, 42.634)
H (17.232, 6.689, 43.987)
H (19.535, 5.078, 42.516)
H (20.865, 5.754, 43.412)
C (20.168, 10.225, 46.046)
O (19.738, 9.127, 46.330)
N (21.029, 10.877, 46.716)
N (19.600, 10.968, 45.148)
H (21.257, 11.831, 46.474)
H (21.504, 10.379, 47.455)
H (19.948, 11.915, 45.111)
H (18.823, 10.632, 44.597)
C (19.272, 3.896, 46.973)
O (19.176, 5.063, 47.347)
N (20.401, 3.224, 46.964)
N (18.241, 3.197, 46.525)
H (20.413, 2.216, 46.907)
H (21.224, 3.774, 46.760)
H (17.301, 3.536, 46.675)
H (18.464, 2.309, 46.098)